1.
30
Properties=species:S:1:pos:R:3 method="wB97M-V/def2-TZVPD" e_tot_ev=-19722.445 total_charge=+1 homo_lumo_gap_ha="0.24624 / 0.24629" relative_energy_kj_mol=705.4 homo_energy_ev="-13.2 / -13.2"
C 1.13462 -1.21101 -0.05639
C 2.51544 -1.31084 -0.16548
C 1.99183 0.84756 -0.20028
C 0.81249 0.20734 -0.11523
C -0.52273 0.81315 -0.21229
C -3.30998 1.18680 -1.15737
C -3.45192 -1.19723 -0.12074
C -2.93339 0.96864 1.24557
C 5.43878 -1.11759 0.45400
C -2.79698 0.23533 -0.10859
N 2.99489 -0.00191 -0.21164
N 4.27541 0.35216 -0.16903
O -0.81796 1.95497 -0.41246
O 4.65948 1.48466 -0.00157
O -1.40845 -0.18718 -0.17124
H 0.25782 -1.79686 0.05933
H 3.17386 -2.12696 -0.35450
H 2.11884 1.88175 -0.23364
H -3.65118 0.47239 -1.89279
H -4.23901 1.65919 -0.67387
H -2.55057 1.86147 -1.52865
H -3.12771 -1.80274 0.66747
H -3.41827 -1.69043 -1.08187
H -4.60989 -1.17228 -0.09059
H -4.01444 1.06132 1.56896
H -2.41029 0.17314 1.94274
H -2.69407 2.02561 1.48556
H 5.02202 -1.23210 1.49011
H 6.33057 -0.35811 0.25798
H 5.23079 -1.98026 -0.21348



2.
29
Properties=species:S:1:pos:R:3 method="wB97M-V/def2-TZVPD" e_tot_ev=-17130.088 smiles="CN[C@@H]1OC(C2CCCC2)=N[C@H]1C#N" homo_lumo_gap_ha=0.37237 relative_energy_kj_mol=25.0 homo_energy_ev=-9.4
C -2.71811 2.27106 -2.02776
N -1.77143 1.66471 -1.08273
C -1.79371 0.19441 -0.94564
O -0.89493 -0.02550 0.12988
C 0.16681 -0.67702 -0.36939
C 1.39404 -0.90068 0.46753
C 2.14831 0.43719 0.76304
C 2.48305 0.38760 2.24862
C 2.28852 -1.07973 2.67805
C 1.06150 -1.49237 1.86594
N 0.11608 -0.98067 -1.65021
C -1.20990 -0.54466 -2.17739
C -2.17217 -1.61476 -2.54284
N -2.90862 -2.45333 -2.90421
H -2.61584 1.74455 -2.96633
H -2.51340 3.34592 -2.18742
H -3.74286 2.15056 -1.57343
H -1.82557 2.12574 -0.14447
H -2.80531 -0.18530 -0.67230
H 2.03544 -1.61938 -0.05613
H 3.04445 0.47588 0.12079
H 1.57679 1.35408 0.51879
H 3.50585 0.71057 2.38560
H 1.86322 1.03666 2.86211
H 3.18717 -1.67215 2.44086
H 2.11855 -1.16300 3.78222
H 0.94508 -2.55005 1.75023
H 0.13970 -1.04915 2.29543
H -1.10269 0.10883 -3.00883



3.
29
Properties=species:S:1:pos:R:3 method="wB97M-V/def2-TZVPD" e_tot_ev=-17129.654 homo_lumo_gap_ha=0.33904 relative_energy_kj_mol=66.8 homo_energy_ev=-8.5
C 0.01278 -2.60342 -2.30220
C -0.25046 -1.91983 -1.12321
C -1.08177 -2.58898 -0.05191
C -1.92193 -1.56261 0.73900
C -0.99995 -0.57340 1.45317
C -0.07064 0.12762 0.47831
N 0.48548 1.31594 0.73344
N 0.25276 2.01731 1.88602
C 0.62196 3.34768 2.03171
N 1.43621 3.91872 1.10083
O 0.38533 3.97310 3.03484
C 0.26055 -0.50440 -0.88070
C 0.33660 0.45132 -2.10088
C 1.61009 -0.13153 -1.53375
H -0.32897 -3.61487 -2.45879
H 0.48802 -2.14330 -3.15855
H -1.71732 -3.36727 -0.51117
H -0.41366 -3.07951 0.65581
H -2.53610 -2.07856 1.47226
H -2.59511 -0.99449 0.07691
H -0.43003 -1.07767 2.26246
H -1.61643 0.19144 1.93776
H -0.26752 1.59188 2.67688
H 1.72226 3.36273 0.29555
H 1.99320 4.71847 1.37687
H 0.16542 1.52844 -1.99827
H 0.03574 0.07769 -3.08428
H 2.16930 -0.89397 -2.07700
H 2.25419 0.51149 -0.93112



4.
27
Properties=species:S:1:pos:R:3 method="wB97M-V/def2-TZVPD" e_tot_ev=-22930.070 homo_lumo_gap_ha="0.22997 / 0.22827" relative_energy_kj_mol=800.3 homo_energy_ev="-6.6 / -6.5"
C -1.56975 -2.88311 0.53570
C -1.75441 -0.50180 0.53578
C -0.68115 -2.80469 -0.55757
C -2.15213 -1.73620 1.03061
C -0.72471 -0.50368 -0.42458
C 0.87784 0.70111 -2.19633
C 0.99917 1.54308 0.43570
C -3.15660 -1.75619 2.11463
C 1.92201 1.50997 -2.84004
C 2.38611 1.15963 0.76024
N -0.19339 -1.62609 -0.99118
S -0.06493 1.07018 -0.92366
H -2.08445 -3.81001 0.93788
H -2.25800 0.39500 0.83030
H -0.09019 -3.67374 -0.99897
H 0.59963 -0.25174 -2.84498
H 0.56144 2.21238 1.04059
H -3.62043 -2.76120 2.28552
H -2.90879 -1.14339 2.99899
H -4.01230 -1.16961 1.86855
H 2.01128 1.01035 -3.82049
H 2.88081 1.55580 -2.20207
H 1.73603 2.46224 -3.21366
H 2.55929 0.12798 0.66208
H 2.60497 1.38614 1.79987
H 3.19008 1.59155 0.15788
H -1.54470 2.40284 -0.19220



5.
28
Properties=species:S:1:pos:R:3 method="wB97M-V/def2-TZVPD" e_tot_ev=-32782.955 smiles="CSP(O)c1ccccc1.C=CC" homo_lumo_gap_ha=0.33985 relative_energy_kj_mol=175.9 homo_energy_ev=-8.6
C -2.44727 -3.07771 1.36226
S -1.11651 -2.37514 2.34389
P -0.29538 -0.75914 1.18855
O 0.06418 -1.66949 -0.20083
C -1.70591 0.21288 0.69137
C -2.54504 0.61936 1.83350
C -3.58471 1.42901 1.56507
C -4.15907 1.58002 0.29629
C -3.40731 1.22612 -0.75938
C -2.22905 0.55047 -0.51969
H -3.28492 -2.27751 1.18598
H -2.69836 -4.04759 1.93712
H -1.96426 -3.59741 0.45970
H 0.60926 -1.11125 -0.74834
H -2.28556 0.44345 2.85208
H -4.02153 2.00917 2.35337
H -5.05520 2.09236 -0.01666
H -3.66703 1.39169 -1.76659
H -1.55872 0.38608 -1.43930
C 4.53354 0.55234 1.07758
C 4.48688 0.80121 -0.25743
C 3.22471 0.84914 -1.01758
H 5.49819 0.63789 1.54960
H 3.70952 0.24813 1.72577
H 5.36488 1.25236 -0.69271
H 2.47008 0.47012 -0.21304
H 3.44871 0.24071 -1.94924
H 2.82814 1.86866 -1.27096



6.
26
Properties=species:S:1:pos:R:3 method="wB97M-V/def2-TZVPD" e_tot_ev=-10625.676 total_charge=-1 homo_lumo_gap_ha="0.10967 / 0.27129" relative_energy_kj_mol=254.3 homo_energy_ev="1.0 / -3.5" spin_multiplicity=2
C -1.36071 -2.08715 0.92703
C -2.53662 -1.65426 0.21952
C -0.66501 -0.86894 1.34181
H -1.74632 -2.73065 1.84709
H -0.52418 -2.87605 0.38174
H -3.23229 -0.91461 0.71811
H -1.38872 -0.06546 1.73827
H -3.27760 -2.43157 0.05984
H -2.33032 -1.40746 -0.87602
H 0.28844 -1.03537 1.93726
H -0.27268 -0.47238 0.36913
C 3.17738 1.21565 0.24435
C 0.21948 0.25171 -1.89357
C 1.46001 0.26395 -1.34145
C -0.78396 1.19815 -1.49986
C 1.78982 1.01347 -0.17238
C -0.55981 1.79332 -0.24097
C 0.69604 1.63675 0.36191
H -0.02488 -0.30287 -2.86916
H 2.19136 -0.16471 -1.90541
H -1.58804 1.50447 -1.95926
H -1.23551 2.31634 0.32211
H 3.88495 0.69924 -0.41226
H 3.36188 0.80106 1.21462
H 0.92934 2.06658 1.36335
H 3.52793 2.25078 0.12417